# 1
95
Properties=species:S:1:pos:R:3:forces:R:3:lowdin_charge:R:1 method="wB97M-V/def2-TZVPD" total_charge=+3 de_lowest_ev=0.404 total_energy_ev=-65420.0446
C -1.4691 -1.1864 -2.2040 0.4 0.6 0.2 -0.313
C -1.2932 -2.3521 -0.1629 -0.2 0.2 -0.8 -0.329
C -1.8726 -2.3370 -2.8806 -0.3 0.0 -0.2 0.012
C -1.4368 -3.5795 -0.8956 0.1 0.8 1.1 0.027
C -1.8106 -3.5543 -2.2233 0.1 -0.2 -0.3 0.002
H -2.2232 -2.2460 -3.9169 0.3 -0.2 0.5 0.146
H -1.2721 -4.4946 -0.3512 -0.3 -0.3 0.0 0.129
H -2.0216 -4.4712 -2.7744 0.1 0.2 0.3 0.141
N -1.2047 -1.1715 -0.8862 -0.4 0.1 -0.3 0.022
P -0.0235 1.2742 -2.5935 0.6 0.5 -1.3 1.047
P -1.3090 -0.7677 2.2187 0.2 -1.0 0.7 1.115
C -1.3053 0.0790 -3.0718 -0.7 -0.6 0.2 -0.271
H -1.1173 -0.2632 -4.1081 -0.1 0.3 0.4 0.106
H -2.2596 0.6286 -3.0863 0.1 -0.2 0.0 0.098
C -1.3007 -2.3117 1.2721 2.2 -0.3 -1.2 -0.186
H -1.0575 -3.2799 1.7457 -0.1 0.7 -0.2 0.101
C 0.0626 -0.6411 3.7087 0.0 -0.3 -0.3 -0.619
C -3.1489 -1.0822 2.7355 -0.3 1.0 -0.2 -0.642
C 1.5702 0.6255 -3.4564 0.2 0.2 0.7 -0.656
C -0.6089 2.9656 -3.2859 0.1 -0.1 0.5 -0.672
C 1.1804 0.3868 3.4214 -0.1 0.2 -0.4 -0.109
H 0.8016 1.4115 3.2908 0.0 -0.2 0.1 0.067
H 1.8478 0.3977 4.3033 -0.3 0.0 -0.3 0.117
H 1.8167 0.1294 2.5560 -0.4 0.0 0.3 0.045
C -0.6347 -0.2330 4.9959 -0.2 0.1 0.1 -0.083
H -1.1004 0.7504 4.8881 0.0 -0.1 0.2 0.087
H -1.3786 -0.9630 5.3223 0.1 0.2 0.0 0.076
H 0.1253 -0.1547 5.7847 -0.1 0.0 -0.2 0.114
C 0.7345 -2.0022 3.8209 0.0 -0.4 -0.1 -0.084
H 1.4170 -2.0129 4.6915 -0.3 0.1 -0.3 0.124
H 0.0294 -2.8372 3.9408 0.2 0.2 0.0 0.095
H 1.3440 -2.1660 2.9239 -0.3 0.1 0.4 0.040
C -3.6636 0.1160 3.5415 0.0 -0.1 0.3 -0.072
H -3.6467 1.0308 2.9280 -0.2 -0.3 0.3 0.051
H -4.7049 -0.0886 3.8409 0.4 0.2 -0.1 0.117
H -3.0711 0.2999 4.4450 -0.3 -0.1 -0.2 0.066
C -4.0241 -1.2125 1.4665 0.2 -0.1 -0.2 -0.066
H -3.8415 -0.4041 0.7412 0.0 -0.2 0.2 0.064
H -3.8616 -2.1705 0.9501 -0.2 0.3 0.2 0.090
H -5.0861 -1.1297 1.7515 0.4 -0.2 0.0 0.115
C -3.0864 -2.3951 3.5210 0.3 -0.2 0.2 -0.056
H -2.5040 -3.1600 2.9906 -0.5 0.2 0.3 0.065
H -2.6267 -2.2583 4.5068 -0.3 -0.1 -0.2 0.083
H -4.0960 -2.8024 3.6421 0.0 0.2 0.1 0.120
C 0.5040 4.0052 -3.0395 0.0 -0.1 0.0 -0.070
H 0.1256 4.9959 -3.3409 0.2 -0.3 0.1 0.111
H 0.7825 4.0551 -1.9738 -0.1 0.0 -0.3 0.082
H 1.4080 3.7973 -3.6303 -0.3 0.1 0.2 0.077
C -1.8774 3.3894 -2.5142 0.0 -0.1 0.0 -0.093
H -2.6958 2.6602 -2.6246 0.2 0.3 0.0 0.081
H -1.6844 3.5526 -1.4420 0.0 0.0 -0.2 0.057
H -2.2233 4.3463 -2.9422 0.1 -0.4 0.2 0.113
C -0.9718 2.8843 -4.7742 0.0 -0.1 -0.2 -0.064
H -1.7239 2.1064 -4.9702 0.2 0.3 0.0 0.092
H -1.4066 3.8554 -5.0588 0.1 -0.3 0.1 0.113
H -0.1039 2.7161 -5.4190 -0.3 0.1 0.2 0.069
C 1.5598 -0.9076 -3.3614 -0.2 -0.1 0.1 -0.086
H 0.8067 -1.3485 -4.0270 0.2 0.0 0.2 0.088
H 2.5402 -1.2893 -3.6817 -0.2 0.1 0.1 0.107
H 1.3799 -1.2564 -2.3333 0.1 0.0 -0.2 0.057
C 2.7726 1.1797 -2.6645 0.1 0.1 0.1 -0.089
H 2.7369 0.8828 -1.6010 0.1 0.2 -0.5 0.033
H 3.6957 0.7517 -3.0995 -0.4 0.3 0.2 0.110
H 2.8348 2.2826 -2.7251 0.0 -0.5 0.0 0.085
C 1.6878 1.0520 -4.9220 0.0 0.0 -0.1 -0.067
H 0.8256 0.7362 -5.5195 0.2 0.1 0.0 0.091
H 1.8501 2.1317 -5.0338 -0.1 -0.3 0.0 0.082
H 2.5769 0.5541 -5.3361 -0.2 0.1 0.1 0.114
Pb -0.0890 1.0239 0.2207 0.9 -0.3 0.0 1.244
C -2.6869 2.1403 0.9609 -3.6 0.9 -1.4 -0.048
O -3.7433 2.4263 0.6156 3.1 -0.9 1.1 0.138
N 2.2466 -0.5459 0.2348 2.4 -1.1 -0.2 0.128
C 3.0887 -1.3733 0.2455 -4.7 0.8 0.7 -0.052
C 3.3817 -2.8453 0.3756 0.7 0.1 -0.2 -0.560
C 2.2413 -3.6325 1.0377 -0.3 0.1 0.5 -0.041
C 3.3420 -3.3747 -1.0634 0.2 0.2 -0.9 -0.036
C 4.6575 -2.9724 1.2135 0.5 0.3 -0.1 -0.023
H 2.0482 -3.3636 2.0660 0.4 -0.1 0.1 0.050
H 1.2902 -3.5130 0.5187 0.1 0.0 -0.2 0.064
H 2.5073 -4.6994 1.0285 0.0 0.3 -0.1 0.122
H 3.8517 -2.7360 -1.8059 0.1 -0.4 0.4 0.097
H 3.7241 -4.4034 -1.1096 0.0 0.3 0.0 0.112
H 2.2766 -3.3870 -1.3582 0.5 -0.1 0.0 0.078
H 4.9502 -4.0194 1.2769 0.2 0.1 0.0 0.101
H 5.4841 -2.3501 0.8202 -0.3 -0.6 0.0 0.107
H 4.4751 -2.6029 2.2369 -0.1 -0.2 -0.3 0.098
C 1.4785 5.1901 2.3766 -0.2 0.1 -0.1 0.033
C 0.4997 4.2394 1.7400 1.1 -1.0 -0.6 -0.527
N -0.7795 4.5693 1.7946 -1.1 -0.8 -0.2 0.206
O 0.8893 3.1665 1.1718 -0.7 0.9 0.5 -0.215
H 1.0090 6.1664 2.5511 0.2 -0.2 0.0 0.099
H 2.3496 5.3132 1.7308 -0.1 -0.1 0.1 0.105
H 1.8072 4.7887 3.3432 0.0 0.0 -0.2 0.110
H -1.5011 3.8864 1.4953 1.0 1.1 0.4 0.058
H -1.0676 5.4083 2.2687 -0.1 0.1 0.0 0.134



# 2
10
Properties=species:S:1:pos:R:3:forces:R:3:lowdin_charge:R:1 method="wB97M-V/def2-TZVPD" de_lowest_ev=0.000 total_energy_ev=-27559.2978 smiles="O=c1[nH]c(=S)n(I)[nH]1"
O -0.1096 2.2503 1.0802 -0.1 0.5 0.2 0.100
C -0.0934 1.1787 0.5484 0.2 -0.1 -0.2 -0.534
N -0.2855 -0.0630 1.1519 0.0 -0.1 -0.2 0.135
C -0.1819 -1.0992 0.2819 0.1 0.7 -2.1 -0.955
S -0.2416 -2.6921 0.5305 0.0 -0.3 0.2 0.622
N -0.0425 -0.4602 -1.0452 -0.5 -1.3 1.8 -0.537
I 1.2303 -1.3789 -2.3924 -0.1 0.3 0.3 0.828
N 0.1307 0.8870 -0.7714 0.5 0.4 -0.2 0.024
H -0.4593 -0.1809 2.1384 0.1 0.0 -0.1 0.164
H 0.0529 1.5582 -1.5224 -0.2 -0.1 0.2 0.154



# 3
164
Properties=species:S:1:pos:R:3:forces:R:3:lowdin_charge:R:1 method="wB97M-V/def2-TZVPD" total_charge=-1 total_energy_ev=-107883.3476
N -0.0252 -0.2645 0.2961 -1.1 -0.6 2.0 -0.526
O -0.5006 0.4694 -0.5802 0.6 -0.1 -0.2 0.001
O 1.1499 -0.2342 0.6962 0.8 0.7 -0.7 -0.021
O -0.7785 -1.0252 0.9518 -0.5 -0.1 -0.5 -0.041
C -3.1515 2.9697 1.6056 -1.9 -1.2 0.2 -0.233
C -3.3795 4.4188 1.7228 1.9 0.1 -0.8 -0.264
O -2.5372 4.9575 2.7004 -0.8 0.8 1.5 -0.054
O -3.4591 2.3226 2.8348 0.6 -0.4 0.1 -0.065
H -2.1656 2.7423 1.1999 0.1 -0.3 0.1 0.123
H -3.9449 2.6059 0.9528 0.4 -0.3 -0.6 0.116
H -4.4348 4.6255 1.9012 0.3 0.4 0.1 0.135
H -2.9652 4.7417 0.7677 -1.0 0.8 -0.6 0.098
H -1.6089 4.7942 2.5179 0.4 0.1 -0.3 0.037
H -2.6473 2.3544 3.3463 0.2 0.3 0.7 0.048
C -3.2878 -3.1156 -5.0036 -0.4 1.0 1.8 -0.200
C -2.9556 -4.1208 -3.8221 -0.5 1.2 -1.4 -0.181
O -3.5457 -3.6275 -2.6076 -0.1 -0.5 -1.3 -0.074
O -2.7715 -1.8113 -4.7051 1.1 -0.7 -0.8 -0.095
H -4.3682 -2.9907 -5.0748 -0.3 -0.4 0.1 0.104
H -2.9549 -3.3644 -6.0113 0.4 -0.4 0.3 0.110
H -1.8709 -4.2230 -3.7897 -0.1 0.0 0.4 0.081
H -3.3750 -5.0876 -4.1005 -0.1 -0.2 0.3 0.110
H -2.8662 -3.4223 -1.9613 0.5 0.1 0.5 0.036
H -3.2939 -1.3455 -4.0480 -0.5 -0.3 0.0 0.016
C 0.2086 4.2188 -0.2384 -0.8 2.1 1.4 -0.179
C 0.8639 4.1695 1.1696 -0.2 -0.2 0.2 -0.176
O 0.3024 5.0363 2.2107 -0.4 0.0 -1.2 -0.099
O 0.5533 5.4477 -0.9270 0.8 -0.9 -0.2 -0.071
H -0.8742 4.2631 -0.1216 -0.2 -0.4 0.2 0.099
H 0.4113 3.3178 -0.8174 0.5 0.3 -0.1 0.101
H 1.9172 4.4440 1.1120 0.1 -0.4 -0.3 0.122
H 0.7117 3.1764 1.5923 0.4 -0.5 -0.5 0.104
H 0.9065 4.9328 2.9497 0.0 0.2 0.1 0.078
H -0.1274 6.1213 -0.8599 -0.2 -0.4 0.3 0.083
C -3.5134 2.9919 -3.7742 0.9 0.4 -0.4 -0.221
C -3.9633 4.3277 -3.1043 -0.4 -1.6 -0.4 -0.207
O -3.9612 4.2441 -1.6667 0.5 0.2 -0.7 -0.081
O -3.2609 3.1210 -5.1920 -1.2 -0.1 0.6 -0.065
H -4.2851 2.2355 -3.6311 -0.2 0.0 -0.4 0.097
H -2.6198 2.5569 -3.3267 0.2 0.3 0.4 0.107
H -5.0039 4.4392 -3.4089 0.0 0.6 -0.3 0.113
H -3.3496 5.1354 -3.5031 0.0 0.2 0.6 0.118
H -4.7485 3.7474 -1.4323 0.0 0.0 0.1 0.076
H -2.5036 3.6775 -5.3879 0.2 0.0 0.4 0.080
C -3.7517 -0.1056 -1.8909 -0.1 0.8 1.2 -0.191
C -4.3693 -0.6778 -0.5944 -0.8 0.3 -1.2 -0.215
O -5.0051 -1.9023 -0.7995 -0.3 -1.4 0.4 -0.077
O -4.4847 -0.4315 -3.0810 0.7 -0.2 0.6 -0.069
H -2.6837 -0.3110 -1.9632 -0.2 -0.7 -0.6 0.115
H -3.7519 0.9697 -1.7123 -0.1 0.3 -0.3 0.094
H -5.2197 -0.0336 -0.3709 0.2 0.6 0.7 0.111
H -3.6604 -0.7488 0.2306 0.1 0.3 -0.1 0.112
H -4.8798 -2.2292 -1.6934 0.4 -0.2 -0.4 0.064
H -5.3649 -0.0482 -3.0830 0.0 0.1 0.2 0.110
C 1.0108 0.3908 -5.0979 0.0 1.9 1.2 -0.197
C 0.1669 0.3852 -3.7826 0.2 -0.7 -1.0 -0.207
O 0.2192 1.5657 -3.0248 0.8 1.5 -0.1 -0.111
O 0.4208 1.2135 -6.1055 -0.9 -1.6 -0.8 -0.079
H 1.2379 -0.6467 -5.3431 -0.7 0.0 -0.7 0.107
H 1.9914 0.8543 -4.9895 0.3 -0.2 0.9 0.110
H 0.5067 -0.4399 -3.1566 -0.1 -0.2 -0.1 0.092
H -0.8887 0.2910 -4.0372 0.0 -0.8 -0.4 0.115
H 0.0634 1.3300 -2.1073 -0.1 -0.1 0.4 0.024
H 0.6499 2.1419 -6.0211 0.4 0.0 0.5 0.041
C -4.8254 -0.4387 4.2691 -3.4 -0.7 0.2 -0.268
C -5.1213 -1.9555 4.4306 2.1 1.3 -1.1 -0.234
O -4.3869 -2.4969 5.4672 -1.2 -0.8 2.0 -0.063
O -3.5041 -0.1739 4.0171 1.0 -0.3 0.0 -0.054
H -5.2376 0.1889 5.0593 0.3 -0.3 1.0 0.117
H -5.4906 -0.0986 3.4754 0.1 -0.1 -0.9 0.112
H -4.6983 -2.3696 3.5154 -0.3 -0.2 -0.6 0.092
H -6.1692 -2.2555 4.4389 0.0 0.4 0.5 0.124
H -3.4438 -2.3251 5.4153 0.1 -0.1 -0.4 0.032
H -3.5236 0.7375 3.7161 0.5 0.3 -0.5 0.041
C 5.7432 1.3364 3.2758 -0.3 -1.5 1.4 -0.210
C 4.6741 1.3753 4.3523 0.5 1.2 0.6 -0.273
O 4.2928 0.1061 4.8033 0.1 0.1 0.0 -0.052
O 5.2267 0.6860 2.1208 0.4 1.9 -0.4 -0.073
H 6.5204 0.6951 3.6915 0.3 -0.2 0.1 0.113
H 6.2414 2.3045 3.2244 -0.5 0.2 -1.2 0.125
H 3.8405 2.0050 4.0414 -0.5 -0.2 -0.5 0.106
H 5.0390 1.9220 5.2217 0.4 -0.1 0.2 0.116
H 3.9231 -0.3440 4.0402 -0.6 -0.5 0.0 0.025
H 4.9859 -0.2110 2.3641 0.3 -0.5 -0.1 0.039
C 4.7021 -2.9154 3.0171 -2.1 0.2 -0.5 -0.204
C 3.2397 -2.6776 2.5492 1.2 -0.4 0.0 -0.200
O 2.6987 -1.5547 3.2218 -0.2 -0.6 -0.2 -0.065
O 5.5437 -1.9943 2.3724 0.5 -0.1 -0.4 -0.065
H 4.9360 -3.9432 2.7397 0.3 -0.1 0.3 0.120
H 4.7988 -2.6896 4.0791 -0.4 -0.7 0.3 0.127
H 2.6586 -3.5932 2.6597 -0.1 -0.1 0.8 0.110
H 3.1396 -2.5213 1.4752 0.7 0.3 -0.3 0.115
H 1.8641 -1.4594 2.7571 -0.5 0.9 0.0 0.068
H 6.4084 -2.2306 2.7160 0.4 0.5 -0.3 0.108
C 2.3821 5.5723 -5.1857 -1.3 -1.2 -0.5 -0.204
C 1.7166 4.5849 -4.2090 1.1 2.3 0.3 -0.264
O 1.1770 3.4894 -4.8210 -0.1 -0.8 -1.2 -0.064
O 1.2895 6.0173 -6.0281 0.9 0.3 0.3 -0.076
H 3.1281 5.0471 -5.7822 0.0 -0.2 -0.2 0.111
H 2.9175 6.4024 -4.7249 -0.4 0.0 0.5 0.113
H 0.8940 5.1288 -3.7447 0.3 0.3 0.6 0.117
H 2.4840 4.2901 -3.4932 0.0 0.1 0.5 0.113
H 0.7553 3.0143 -4.1012 -0.4 -0.9 0.3 0.052
H 1.6555 6.7319 -6.5544 -0.2 0.1 -0.3 0.071
C 0.7359 0.9982 4.6064 1.3 1.0 -0.2 -0.217
C 0.0788 2.3427 4.8757 -0.4 0.8 -1.9 -0.209
O -1.3315 2.3462 4.9459 -0.3 -0.9 0.9 -0.051
O 0.9093 0.3204 5.8080 -1.1 -1.2 1.3 -0.059
H 1.7764 1.0730 4.2904 0.0 0.9 -1.0 0.101
H 0.2487 0.4176 3.8231 -0.5 -0.2 0.4 0.129
H 0.1542 3.0049 4.0132 1.1 0.2 0.0 0.101
H 0.4423 2.8222 5.7846 0.6 0.0 0.0 0.128
H -1.4864 1.8779 5.7695 -0.9 -0.3 0.1 0.099
H 1.4417 0.8900 6.3680 0.2 -0.2 0.1 0.105
C -3.4410 -3.8703 1.4446 0.3 -1.0 -0.5 -0.229
C -2.1748 -4.2857 0.6053 -0.5 2.4 0.7 -0.148
O -1.8776 -3.2494 -0.3776 -0.6 -1.4 -0.5 -0.117
O -4.6666 -4.3154 0.8632 0.7 0.0 0.5 -0.065
H -3.5158 -2.7987 1.6296 0.5 0.3 -0.4 0.100
H -3.3332 -4.2544 2.4590 -0.2 -0.6 0.0 0.106
H -2.2706 -5.2579 0.1217 -0.1 0.2 0.0 0.123
H -1.3192 -4.2229 1.2776 0.1 -0.7 0.2 0.093
H -1.6233 -2.4731 0.1268 0.2 0.6 0.1 0.023
H -4.8876 -3.5947 0.2688 -0.4 0.2 -0.5 0.039
C 0.6490 -4.5398 -2.8565 -1.2 -0.3 0.5 -0.224
C 0.6936 -3.0127 -3.0404 1.6 -1.2 -0.1 -0.203
O 1.9906 -2.6367 -3.5911 -1.9 0.1 -0.7 -0.091
O 0.3607 -5.3027 -4.0460 0.7 0.6 0.0 -0.081
H -0.1626 -4.8511 -2.1989 -0.2 0.6 0.5 0.099
H 1.5357 -4.9037 -2.3374 0.4 0.0 -0.5 0.111
H 0.5735 -2.5105 -2.0805 -0.3 -0.1 0.2 0.109
H -0.1236 -2.7245 -3.7017 0.2 0.4 -0.2 0.106
H 2.6581 -3.0290 -3.0234 0.3 0.1 0.3 0.021
H 0.2115 -4.6516 -4.7355 0.1 -0.1 -0.3 0.071
C 5.0919 -3.1450 -1.1811 -0.4 1.1 0.7 -0.214
C 5.9693 -3.9854 -2.0533 -1.0 -1.6 -0.4 -0.259
O 7.2389 -4.1125 -1.4571 0.6 0.8 -0.1 -0.056
O 3.7389 -2.9937 -1.6089 0.6 -1.0 -0.2 -0.087
H 5.4946 -2.1322 -1.1749 0.5 0.1 0.1 0.128
H 5.0283 -3.4429 -0.1345 0.6 -0.5 0.0 0.113
H 5.9168 -3.6230 -3.0800 0.6 0.7 -0.1 0.125
H 5.6471 -5.0187 -2.1819 -0.9 -0.1 0.3 0.118
H 7.7556 -4.6698 -2.0436 0.2 0.0 0.1 0.084
H 3.4708 -2.2511 -1.0627 -0.6 0.8 -0.3 0.052
C 0.3106 -3.2844 4.8504 0.3 -0.1 0.4 -0.252
C -0.7739 -2.7764 3.9680 -0.6 -0.9 0.1 -0.231
O -1.8983 -2.3899 4.7079 0.1 1.3 0.3 -0.070
O 0.7778 -2.4450 5.8709 -0.1 -0.3 0.2 -0.043
H 1.1286 -3.5917 4.1989 0.2 -0.4 0.0 0.094
H -0.1303 -4.1437 5.3558 0.3 -0.2 0.1 0.129
H -1.1882 -3.6570 3.4771 0.9 -0.2 -1.1 0.109
H -0.5096 -1.9622 3.2932 0.3 -0.2 -0.3 0.108
H -2.1821 -1.6335 4.1894 -0.9 0.6 0.4 0.055
H 1.0115 -1.5711 5.5495 0.1 0.3 -0.1 0.036
C 3.4944 0.9160 -1.6518 0.7 1.8 0.8 -0.172
C 3.4170 2.2451 -0.8531 0.1 -2.2 1.3 -0.235
O 4.5236 2.4338 0.0201 0.0 1.8 -0.8 -0.075
O 3.3976 -0.2340 -0.7501 0.8 1.2 -1.9 -0.075
H 4.4635 0.9994 -2.1437 0.2 -1.0 0.0 0.119
H 2.7485 1.1194 -2.4201 -0.6 -1.3 -0.1 0.096
H 2.5016 2.0859 -0.2832 -0.3 0.3 0.5 0.088
H 3.2209 3.1282 -1.4613 0.6 0.0 -0.2 0.109
H 4.8802 1.6906 0.5121 -0.7 -0.8 0.0 0.040
H 2.5999 -0.0924 -0.2351 -0.7 0.0 0.3 0.011